No. 1
The following is a quantum chemistry calculation of 7 unconnected molecules or ions with the total composition C68H150N2O6P3 in a non-equilibrium geometry, from the OMol25 dataset.

Its net charge is +3. The HOMO-LUMO gap is 3.9 eV.

Each atom is followed by the atoms it is bonded to, with distances in Å.
Cartesian coordinates (Å):
1 C 7.0718 -28.4364 -17.6715  C2 1.535, H11 1.090, H12 1.090, H13 1.090
2 C 8.0988 -27.3945 -18.1348  C1 1.535, C3 1.502, H14 1.090, H15 1.090
3 C 7.6131 -25.9905 -17.9135  C2 1.502, C4 1.512, H16 1.090, H17 1.090
4 C 8.4790 -24.8496 -18.3971  C3 1.512, N5 1.563, H18 1.090, H19 1.090
5 N 7.9438 -23.3811 -18.3953  C4 1.563, C6 1.510, C9 1.554, C10 1.535
6 C 8.8597 -22.4043 -19.0924  N5 1.510, C7 1.500, H20 1.090, H21 1.090
7 C 8.0625 -21.2383 -19.5964  C6 1.500, C8 1.449, H22 1.090, H23 1.090
8 C 6.7081 -21.7332 -19.7381  C7 1.449, C9 1.510, H24 1.090, H25 1.090
9 C 6.6662 -23.1622 -19.2522  N5 1.554, C8 1.510, H26 1.090, H27 1.090
10 C 7.7119 -22.8870 -16.9611  N5 1.535, H28 1.090, H29 1.090, H30 1.090
11 H 7.4363 -29.4577 -17.7817  C1 1.090
12 H 6.1740 -28.4116 -18.2891  C1 1.090
13 H 6.6423 -28.2718 -16.6833  C1 1.090
14 H 8.2897 -27.6278 -19.1823  C2 1.090
15 H 9.0532 -27.5666 -17.6373  C2 1.090
16 H 7.4103 -25.7473 -16.8705  C3 1.090
17 H 6.6007 -25.8317 -18.2851  C3 1.090
18 H 8.6477 -25.0786 -19.4494  C4 1.090
19 H 9.4394 -24.6861 -17.9082  C4 1.090
20 H 9.5895 -21.9945 -18.3942  C6 1.090
21 H 9.3994 -23.0202 -19.8118  C6 1.090
22 H 8.1187 -20.4157 -18.8835  C7 1.090
23 H 8.3766 -20.9135 -20.5883  C7 1.090
24 H 6.0021 -21.0612 -19.2502  C8 1.090
25 H 6.3545 -21.7505 -20.7690  C8 1.090
26 H 5.7920 -23.4326 -18.6599  C9 1.090
27 H 6.7985 -23.8959 -20.0473  C9 1.090
28 H 7.5074 -21.8170 -16.9998  C10 1.090
29 H 8.6398 -22.9808 -16.3968  C10 1.090
30 H 6.8920 -23.4862 -16.5652  C10 1.090
31 C -0.5195 -13.6379 -23.4427  C32 1.528, H41 1.090, H42 1.090, H43 1.090
32 C -0.6950 -13.4786 -21.9329  C31 1.528, C33 1.554, H44 1.090, H45 1.090
33 C -0.2236 -14.6995 -21.0956  C32 1.554, C34 1.562, H46 1.090, H47 1.090
34 C -1.3448 -15.7870 -21.1274  C33 1.562, N35 1.585, H48 1.090, H49 1.090
35 N -1.0398 -17.1193 -20.3240  C34 1.585, C36 1.557, C39 1.588, C40 1.580
36 C -2.2606 -18.0806 -20.4235  N35 1.557, C37 1.524, H50 1.090, H51 1.090
37 C -2.0530 -18.9819 -19.2116  C36 1.524, C38 1.516, H52 1.090, H53 1.090
38 C -1.5988 -18.0823 -18.0790  C37 1.516, C39 1.517, H54 1.090, H55 1.090
39 C -0.8940 -16.9213 -18.7556  N35 1.588, C38 1.517, H56 1.090, H57 1.090
40 C 0.2433 -17.8059 -20.9390  N35 1.580, H58 1.090, H59 1.090, H60 1.090
41 H -0.6212 -12.6691 -23.9318  C31 1.090
42 H -1.2408 -14.2837 -23.9435  C31 1.090
43 H 0.5127 -13.9359 -23.6267  C31 1.090
44 H -1.7352 -13.2045 -21.7572  C32 1.090
45 H -0.0913 -12.6055 -21.6854  C32 1.090
46 H -0.1215 -14.3001 -20.0865  C33 1.090
47 H 0.6937 -15.0432 -21.5737  C33 1.090
48 H -1.5126 -16.0911 -22.1606  C34 1.090
49 H -2.2834 -15.3899 -20.7407  C34 1.090
50 H -2.4192 -18.4708 -21.4288  C36 1.090
51 H -3.1463 -17.4493 -20.3515  C36 1.090
52 H -1.2495 -19.6926 -19.4050  C37 1.090
53 H -2.9558 -19.5582 -19.0092  C37 1.090
54 H -0.8758 -18.5535 -17.4131  C38 1.090
55 H -2.3545 -17.6550 -17.4198  C38 1.090
56 H 0.1714 -17.0214 -18.5480  C39 1.090
57 H -1.2695 -15.9378 -18.4731  C39 1.090
58 H 0.0694 -18.0510 -21.9868  C40 1.090
59 H 0.2862 -18.7401 -20.3792  C40 1.090
60 H 1.1133 -17.1634 -20.8027  C40 1.090
61 C 8.0810 -19.4244 -10.7620  C62 1.578, H78 1.090, H79 1.090, H80 1.090
62 C 8.6649 -19.1398 -9.3234  C61 1.578, C63 1.545, H81 1.090, H82 1.090
63 C 9.9244 -20.0055 -9.0997  C62 1.545, C64 1.554, H83 1.090, H84 1.090
64 C 10.6979 -19.5757 -7.8225  C63 1.554, P65 1.772, H85 1.090, H86 1.090
65 P 12.2062 -20.4403 -7.4789  C64 1.772, C66 1.834, C70 1.877, C74 1.842
66 C 12.5577 -20.1530 -5.7021  P65 1.834, C67 1.611, H87 1.090, H88 1.090
67 C 12.9938 -18.6312 -5.4007  C66 1.611, C68 1.514, H89 1.090, H90 1.090
68 C 13.4824 -18.3381 -3.9978  C67 1.514, C69 1.535, H91 1.090, H92 1.090
69 C 13.7501 -16.8269 -3.9564  C68 1.535, H93 1.090, H94 1.090, H95 1.090
70 C 13.6180 -19.7091 -8.4763  P65 1.877, C71 1.540, H96 1.090, H97 1.090
71 C 14.9882 -20.1909 -7.9641  C70 1.540, C72 1.565, H98 1.090, H99 1.090
72 C 16.1483 -19.4099 -8.6671  C71 1.565, C73 1.546, H100 1.090, H101 1.090
73 C 16.2174 -17.9531 -8.1541  C72 1.546, H102 1.090, H103 1.090, H104 1.090
74 C 12.0732 -22.2052 -7.9876  P65 1.842, C75 1.597, H105 1.090, H106 1.090
75 C 10.9393 -22.9693 -7.1615  C74 1.597, C76 1.490, H107 1.090, H108 1.090
76 C 11.4490 -23.3967 -5.8278  C75 1.490, C77 1.581, H109 1.090, H110 1.090
77 C 10.4756 -24.2000 -4.8758  C76 1.581, H111 1.090, H112 1.090, H113 1.090
78 H 7.2736 -18.8133 -11.1654  C61 1.090
79 H 7.7392 -20.4530 -10.8772  C61 1.090
80 H 8.8388 -19.2792 -11.5319  C61 1.090
81 H 7.8954 -19.1410 -8.5514  C62 1.090
82 H 9.0481 -18.1203 -9.3662  C62 1.090
83 H 10.5236 -19.8832 -10.0019  C63 1.090
84 H 9.7188 -21.0754 -9.0667  C63 1.090
85 H 10.0452 -19.7321 -6.9637  C64 1.090
86 H 10.9325 -18.5115 -7.8448  C64 1.090
87 H 13.3512 -20.8514 -5.4362  C66 1.090
88 H 11.6729 -20.3782 -5.1067  C66 1.090
89 H 12.1070 -18.0409 -5.6314  C67 1.090
90 H 13.8163 -18.2640 -6.0145  C67 1.090
91 H 14.3858 -18.9094 -3.7842  C68 1.090
92 H 12.6899 -18.5571 -3.2822  C68 1.090
93 H 14.4794 -16.5486 -4.7171  C69 1.090
94 H 14.2223 -16.6077 -2.9987  C69 1.090
95 H 12.8122 -16.2746 -4.0140  C69 1.090
96 H 13.5208 -18.6328 -8.3333  C70 1.090
97 H 13.6043 -19.8224 -9.5603  C70 1.090
98 H 15.1693 -21.2656 -7.9843  C71 1.090
99 H 14.9959 -19.8502 -6.9288  C71 1.090
100 H 15.9761 -19.4450 -9.7428  C72 1.090
101 H 17.0650 -19.9477 -8.4254  C72 1.090
102 H 15.2209 -17.5465 -7.9816  C73 1.090
103 H 16.7741 -17.3311 -8.8551  C73 1.090
104 H 16.6090 -17.7483 -7.1578  C73 1.090
105 H 13.0726 -22.6356 -7.9237  C74 1.090
106 H 11.9242 -22.0256 -9.0524  C74 1.090
107 H 10.5537 -23.8372 -7.6964  C75 1.090
108 H 10.0844 -22.3154 -6.9894  C75 1.090
109 H 11.6626 -22.4585 -5.3155  C76 1.090
110 H 12.3215 -24.0209 -6.0207  C76 1.090
111 H 10.9803 -24.6726 -4.0331  C77 1.090
112 H 9.9102 -25.0159 -5.3259  C77 1.090
113 H 9.6706 -23.5799 -4.4813  C77 1.090
114 C 0.0429 -24.2543 -23.1247  C115 1.473, H131 1.090, H132 1.090, H133 1.090
115 C 0.0863 -23.6220 -24.4545  C114 1.473, C116 1.507, H134 1.090, H135 1.090
116 C -0.8556 -24.1454 -25.5074  C115 1.507, C117 1.550, H136 1.090, H137 1.090
117 C -2.3921 -24.0694 -25.3199  C116 1.550, P118 1.839, H138 1.090, H139 1.090
118 P -3.5283 -24.1837 -26.7610  C117 1.839, C119 1.832, C123 1.873, C127 1.863
119 C -5.2694 -23.8126 -26.3290  P118 1.832, C120 1.576, H140 1.090, H141 1.090
120 C -5.7965 -22.4055 -26.8059  C119 1.576, C121 1.561, H142 1.090, H143 1.090
121 C -7.2774 -22.2281 -26.3438  C120 1.561, C122 1.575, H144 1.090, H145 1.090
122 C -7.8144 -20.8068 -26.7595  C121 1.575, H146 1.090, H147 1.090, H148 1.090
123 C -2.8827 -23.0950 -28.1417  P118 1.873, C124 1.563, H149 1.090, H150 1.090
124 C -3.6988 -23.1444 -29.4739  C123 1.563, C125 1.590, H151 1.090, H152 1.090
125 C -2.7080 -23.1956 -30.7168  C124 1.590, C126 1.508, H153 1.090, H154 1.090
126 C -2.0637 -21.8400 -30.8628  C125 1.508, H155 1.090, H156 1.090, H157 1.090
127 C -3.3595 -25.8968 -27.4724  P118 1.863, C128 1.592, H158 1.090, H159 1.090
128 C -1.9962 -26.2458 -28.2157  C127 1.592, C129 1.545, H160 1.090, H161 1.090
129 C -1.7674 -27.7716 -28.2993  C128 1.545, C130 1.616, H162 1.090, H163 1.090
130 C -1.4340 -28.4576 -26.8750  C129 1.616, H164 1.090, H165 1.090, H166 1.090
131 H 0.7819 -23.8193 -22.4519  C114 1.090
132 H 0.1638 -25.3320 -23.2347  C114 1.090
133 H -0.8653 -23.9682 -22.5943  C114 1.090
134 H 1.0906 -23.5430 -24.8706  C115 1.090
135 H -0.1973 -22.5819 -24.2935  C115 1.090
136 H -0.6116 -25.1929 -25.6842  C116 1.090
137 H -0.5917 -23.5166 -26.3577  C116 1.090
138 H -2.4998 -23.0495 -24.9508  C117 1.090
139 H -2.6327 -24.7517 -24.5046  C117 1.090
140 H -5.2413 -23.8408 -25.2397  C119 1.090
141 H -5.8486 -24.6368 -26.7453  C119 1.090
142 H -5.8632 -22.2777 -27.8863  C120 1.090
143 H -5.0680 -21.6282 -26.5754  C120 1.090
144 H -7.3414 -22.2455 -25.2558  C121 1.090
145 H -7.8920 -23.0178 -26.7759  C121 1.090
146 H -8.8638 -20.7397 -26.4724  C122 1.090
147 H -7.8291 -20.8590 -27.8481  C122 1.090
148 H -7.2813 -19.8975 -26.4816  C122 1.090
149 H -1.8455 -23.3967 -28.2877  C123 1.090
150 H -2.9333 -22.0963 -27.7080  C123 1.090
151 H -4.2533 -22.2062 -29.4522  C124 1.090
152 H -4.2699 -24.0720 -29.5144  C124 1.090
153 H -3.2948 -23.2810 -31.6314  C125 1.090
154 H -1.9071 -23.9346 -30.6952  C125 1.090
155 H -1.6332 -21.6193 -31.8396  C126 1.090
156 H -1.4419 -21.5528 -30.0149  C126 1.090
157 H -2.7643 -21.0052 -30.8745  C126 1.090
158 H -4.2920 -25.9574 -28.0334  C127 1.090
159 H -3.5451 -26.6068 -26.6665  C127 1.090
160 H -1.1320 -25.8080 -27.7162  C128 1.090
161 H -1.9634 -25.8634 -29.2359  C128 1.090
162 H -0.9055 -27.9421 -28.9445  C129 1.090
163 H -2.6485 -28.2322 -28.7459  C129 1.090
164 H -0.4919 -28.1169 -26.4456  C130 1.090
165 H -1.2625 -29.5261 -27.0045  C130 1.090
166 H -2.2115 -28.2513 -26.1393  C130 1.090
167 C 6.7144 -25.4568 -11.7354  C168 1.517, H184 1.090, H185 1.090, H186 1.090
168 C 5.4193 -25.8149 -11.0315  C167 1.517, C169 1.523, H187 1.090, H188 1.090
169 C 4.1930 -25.1754 -11.6689  C168 1.523, C170 1.532, H189 1.090, H190 1.090
170 C 2.9653 -25.7819 -10.9821  C169 1.532, P171 1.808, H191 1.090, H192 1.090
171 P 1.3705 -25.3621 -11.7224  C170 1.808, C172 1.803, C176 1.879, C180 1.772
172 C 1.3486 -25.3545 -13.5254  P171 1.803, C173 1.573, H193 1.090, H194 1.090
173 C -0.0113 -25.7013 -14.2353  C172 1.573, C174 1.527, H195 1.090, H196 1.090
174 C 0.2168 -25.7808 -15.7428  C173 1.527, C175 1.529, H197 1.090, H198 1.090
175 C 1.1590 -26.9076 -16.1676  C174 1.529, H199 1.090, H200 1.090, H201 1.090
176 C -0.1162 -26.2907 -11.0464  P171 1.879, C177 1.573, H202 1.090, H203 1.090
177 C -1.5653 -25.6799 -11.0614  C176 1.573, C178 1.579, H204 1.090, H205 1.090
178 C -2.6360 -26.7994 -10.7563  C177 1.579, C179 1.531, H206 1.090, H207 1.090
179 C -4.1192 -26.4595 -10.5826  C178 1.531, H208 1.090, H209 1.090, H210 1.090
180 C 1.0342 -23.6887 -11.2466  P171 1.772, C181 1.526, H211 1.090, H212 1.090
181 C 1.0102 -23.4435 -9.7410  C180 1.526, C182 1.538, H213 1.090, H214 1.090
182 C 0.6680 -22.0058 -9.3166  C181 1.538, C183 1.562, H215 1.090, H216 1.090
183 C 1.6700 -20.9137 -9.8106  C182 1.562, H217 1.090, H218 1.090, H219 1.090
184 H 6.6884 -25.4895 -12.8246  C167 1.090
185 H 7.6002 -26.0186 -11.4389  C167 1.090
186 H 7.0560 -24.4611 -11.4526  C167 1.090
187 H 5.4235 -25.7065 -9.9469  C168 1.090
188 H 5.3394 -26.8992 -11.1083  C168 1.090
189 H 4.2604 -25.4241 -12.7280  C169 1.090
190 H 4.1887 -24.0921 -11.5478  C169 1.090
191 H 2.8684 -25.5683 -9.9176  C170 1.090
192 H 2.8676 -26.8670 -10.9475  C170 1.090
193 H 2.1379 -26.0744 -13.7418  C172 1.090
194 H 1.6235 -24.3749 -13.9165  C172 1.090
195 H -0.6783 -24.8558 -14.0671  C173 1.090
196 H -0.4073 -26.6723 -13.9382  C173 1.090
197 H 0.5521 -24.8443 -16.1885  C174 1.090
198 H -0.6443 -26.0475 -16.3556  C174 1.090
199 H 2.2251 -26.7483 -16.0061  C175 1.090
200 H 1.0927 -27.0771 -17.2424  C175 1.090
201 H 0.9212 -27.8227 -15.6252  C175 1.090
202 H 0.1858 -26.6172 -10.0512  C176 1.090
203 H -0.1372 -27.2695 -11.5256  C176 1.090
204 H -1.8268 -25.1159 -11.9567  C177 1.090
205 H -1.6000 -24.9358 -10.2657  C177 1.090
206 H -2.2374 -27.3173 -9.8839  C178 1.090
207 H -2.5574 -27.5964 -11.4957  C178 1.090
208 H -4.4716 -26.0423 -11.5259  C179 1.090
209 H -4.3035 -25.6428 -9.8846  C179 1.090
210 H -4.7083 -27.3190 -10.2628  C179 1.090
211 H 0.2182 -23.2402 -11.8134  C180 1.090
212 H 1.8845 -23.1248 -11.6302  C180 1.090
213 H 1.9332 -23.6978 -9.2198  C181 1.090
214 H 0.2776 -24.1046 -9.2779  C181 1.090
215 H 0.4807 -21.9266 -8.2458  C182 1.090
216 H -0.3251 -21.7651 -9.6961  C182 1.090
217 H 1.6560 -20.7006 -10.8795  C183 1.090
218 H 2.7214 -21.1637 -9.6690  C183 1.090
219 H 1.4405 -19.9765 -9.3035  C183 1.090
220 O 3.7544 -19.4864 -16.3550  C221 1.330, H224 0.960
221 C 2.8644 -20.4685 -16.2440  O220 1.330, O222 1.261, O223 1.217
222 O 2.5093 -21.1094 -17.2703  C221 1.261
223 O 2.4333 -20.6204 -15.1160  C221 1.217
224 H 3.6823 -19.2289 -15.4330  O220 0.960
225 O 5.1254 -16.1794 -18.5250  C226 1.332, H229 0.960
226 C 4.5234 -15.0392 -18.1903  O225 1.332, O227 1.233, O228 1.224
227 O 3.7048 -15.0753 -17.2693  C226 1.233
228 O 4.6491 -14.0515 -18.9028  C226 1.224
229 H 4.6418 -16.6676 -17.8546  O225 0.960

=====

No. 2
The following is a quantum chemistry calculation of 2 unconnected molecules or ions with the total composition C5H10NOS in a non-equilibrium geometry, from the OMol25 dataset.

Its net charge is +1. The HOMO-LUMO gap is 6.9 eV.

Each atom is followed by the atoms it is bonded to, with distances in Å.
Cartesian coordinates (Å):
1 C 1.4222 -0.1236 0.5003  C2 1.358, C3 1.488, O7 1.415
2 C 1.9313 -1.2662 1.0299  C1 1.358, S8 1.578
3 C 0.8710 0.8930 1.4369  C1 1.488, H9 1.147, H10 1.074, H11 1.129
4 C -2.1076 0.8079 -1.0048  N6 1.460, H12 1.170, H13 1.073, H14 1.112
5 C -0.7238 -1.1297 -0.4699  N6 1.352, H15 1.088, H16 1.058
6 N -1.1279 -0.2100 -1.3741  C4 1.460, C5 1.352, H17 0.990
7 O 1.7183 0.2833 -0.8218  C1 1.415, H18 0.962
8 S 2.2572 -2.6487 1.7173  C2 1.578
9 H 1.6969 1.1892 2.1761  C3 1.147
10 H -0.0651 0.7567 1.9446  C3 1.074
11 H 0.5561 1.7838 0.8193  C3 1.129
12 H -2.6395 0.4491 -0.0263  C4 1.170
13 H -1.6699 1.7438 -0.7170  C4 1.073
14 H -2.8173 0.7225 -1.8562  C4 1.112
15 H -1.2875 -1.2479 0.4536  C5 1.088
16 H 0.1821 -1.6749 -0.5134  C5 1.058
17 H -0.4731 0.0585 -2.0664  N6 0.990
18 H 2.2766 -0.3870 -1.2282  O7 0.962

=====

| no. | E_HOMO (eV) |
| --- | --- |
| 1 | -8.295 |
| 2 | -11.979 |